Entry 1:
C21H35N5PdSSi3 as an isolated structure, computed with ωB97M-V/def2-TZVPD.

Values from the calculation:
Highest occupied orbital energy   -7.53 eV
Frontier orbital gap   7.3 eV
E_LUMO   -0.23 eV
Total charge   0
Multiplicity   1

Element x y z (Å)
Pd: -0.507 -0.352 0.990
N: -1.224 -3.527 3.852
C: -0.934 -2.398 3.151
S: -0.709 -2.596 1.443
N: -0.865 -1.299 3.847
N: -0.560 -0.178 3.109
C: -0.364 0.858 3.828
C: -0.003 2.175 3.300
C: 0.089 3.242 4.194
C: 0.426 4.494 3.711
C: 0.666 4.638 2.353
C: 0.562 3.516 1.544
N: 0.239 2.309 1.994
H: -1.104 -4.411 3.393
H: -1.108 -3.488 4.850
H: -0.484 0.756 4.903
H: -0.107 3.081 5.247
H: 0.500 5.341 4.381
H: 0.931 5.595 1.923
H: 0.752 3.591 0.476
C: -2.246 -3.434 -1.038
Si: -1.987 -1.709 -1.736
C: -1.734 -2.007 -3.585
C: -3.653 -0.862 -1.500
C: -0.567 -0.664 -1.059
Si: -0.834 1.168 -1.384
C: 0.737 2.198 -1.197
C: -1.430 1.616 -3.113
C: -2.094 1.826 -0.132
Si: 1.108 -1.285 -1.580
C: 1.330 -3.149 -1.567
C: 1.657 -0.735 -3.300
C: 2.393 -0.594 -0.354
C: 3.768 -0.670 -0.579
C: 4.652 -0.183 0.370
C: 4.145 0.374 1.533
C: 2.769 0.423 1.690
N: 1.921 -0.041 0.777
H: -2.958 -3.932 -1.707
H: -2.678 -3.410 -0.038
H: -1.342 -4.044 -0.999
H: -2.614 -2.507 -4.003
H: -0.879 -2.669 -3.761
H: -1.569 -1.091 -4.152
H: -4.439 -1.554 -1.821
H: -3.765 0.054 -2.083
H: -3.830 -0.624 -0.448
H: 1.529 1.852 -1.866
H: 1.132 2.190 -0.183
H: 0.508 3.231 -1.485
H: -0.703 1.282 -3.860
H: -1.512 2.705 -3.193
H: -2.402 1.187 -3.368
H: -2.053 1.389 0.874
H: -3.108 1.657 -0.498
H: -1.942 2.903 -0.008
H: 0.726 -3.633 -2.340
H: 1.085 -3.595 -0.601
H: 2.381 -3.372 -1.785
H: 0.937 -1.062 -4.055
H: 2.621 -1.192 -3.553
H: 1.767 0.347 -3.392
H: 4.141 -1.112 -1.497
H: 5.722 -0.238 0.207
H: 4.795 0.766 2.305
H: 2.323 0.855 2.579



Entry 2:
A 2-piece molecular cluster, C2H8N2O2 overall, computed with ωB97M-V/def2-TZVPD.

Values from the calculation:
Highest occupied orbital energy   -9.97 eV
Frontier orbital gap   10.8 eV
E_LUMO   0.80 eV
Total charge   0
Multiplicity   1

Element x y z (Å)
N: 1.383 -2.891 -0.948
C: 0.752 -1.639 -0.570
O: -0.116 -1.708 0.563
H: 2.130 -3.090 -0.298
H: 0.728 -3.660 -0.935
H: 1.469 -0.869 -0.309
H: 0.226 -1.315 -1.475
H: -0.458 -2.605 0.579
C: -0.404 2.255 -0.016
N: -1.636 1.714 0.305
O: 0.169 2.985 0.767
H: -0.083 2.353 -1.074
H: -2.122 2.447 0.802
H: -2.054 1.227 -0.471



Entry 3:
One molecule with the formula C3H10N2, computed with ωB97M-V/def2-TZVPD.

Values from the calculation:
Highest occupied orbital energy   -9.22 eV
Frontier orbital gap   10.3 eV
E_LUMO   1.09 eV
Total charge   0
Multiplicity   1

Element x y z (Å)
N: -0.507 -2.251 0.875
C: -0.174 -0.833 1.009
C: -0.321 -0.015 -0.296
C: 0.709 1.127 -0.464
N: 0.367 2.057 -1.544
H: -0.730 -2.639 1.784
H: 0.343 -2.755 0.646
H: -0.868 -0.348 1.691
H: 0.803 -0.685 1.483
H: -1.325 0.397 -0.365
H: -0.142 -0.814 -1.031
H: 0.626 1.633 0.498
H: 1.711 0.798 -0.724
H: -0.369 2.694 -1.234
H: -0.122 1.632 -2.329



Entry 4:
One molecule with the formula CH2Br3PS, computed with ωB97M-V/def2-TZVPD.

Values from the calculation:
Highest occupied orbital energy   -9.65 eV
Frontier orbital gap   9.1 eV
E_LUMO   -0.58 eV
Total charge   0
Multiplicity   1

Element x y z (Å)
C: 0.874 -0.460 0.173
P: -0.564 0.730 -0.091
S: -0.300 2.620 0.286
Br: 0.490 -2.171 -0.660
Br: -1.449 0.377 -2.053
Br: -2.077 -0.336 1.260
H: 1.945 0.060 -0.186
H: 1.080 -0.820 1.270



Entry 5:
A 9-piece molecular cluster, C41H52F40O13S4 overall, computed with ωB97M-V/def2-TZVPD.

Values from the calculation:
Highest occupied orbital energy (alpha / beta)   -11.78 / -11.78 eV
Frontier orbital gap (alpha / beta)   9.2 / 2.4 eV
E_LUMO (alpha / beta)   -2.60 / -9.43 eV
Total charge   +1
Multiplicity   2

Element x y z (Å)
C: 1.587 3.275 -4.203
C: 0.250 2.552 -4.675
C: -0.371 3.421 -5.777
S: 1.013 4.602 -6.423
O: 0.872 5.928 -5.829
O: 1.181 4.491 -7.897
C: 2.333 3.806 -5.500
H: 2.277 2.580 -3.723
H: 1.413 3.947 -3.363
H: -0.296 2.317 -3.762
H: 0.243 1.564 -5.137
H: -1.205 4.001 -5.381
H: -0.545 2.772 -6.636
H: 3.080 4.565 -5.269
H: 2.670 2.920 -6.038
C: -0.312 -2.976 -5.053
C: -1.198 -2.085 -4.224
C: -1.882 -1.019 -5.168
S: -1.560 -1.467 -6.916
O: -0.498 -0.639 -7.395
O: -2.838 -1.631 -7.577
C: -0.850 -3.154 -6.491
H: -0.052 -3.897 -4.531
H: 0.599 -2.410 -5.246
H: -0.718 -1.666 -3.340
H: -1.973 -2.611 -3.666
H: -1.848 0.042 -4.924
H: -2.940 -1.268 -5.083
H: -0.142 -3.414 -7.278
H: -1.635 -3.910 -6.534
C: 2.981 -3.048 4.099
C: 4.160 -3.407 5.120
C: 4.599 -2.133 5.759
S: 2.961 -1.218 6.049
O: 3.109 0.225 6.134
O: 2.291 -1.875 7.209
C: 2.190 -1.795 4.458
H: 2.336 -3.926 4.118
H: 3.369 -2.937 3.087
H: 5.023 -3.915 4.689
H: 3.724 -4.064 5.873
H: 5.239 -1.570 5.080
H: 5.119 -2.133 6.717
H: 2.492 -1.010 3.765
H: 1.106 -1.905 4.441
C: -5.326 -2.922 -1.808
C: -5.858 -2.216 -0.581
C: -5.295 -0.756 -0.580
S: -4.715 -0.314 -2.299
O: -3.276 -0.163 -2.193
O: -5.504 0.838 -2.728
C: -5.196 -1.944 -2.983
H: -5.958 -3.788 -2.006
H: -4.327 -3.337 -1.674
H: -5.475 -2.685 0.325
H: -6.941 -2.324 -0.513
H: -4.489 -0.524 0.116
H: -6.122 -0.060 -0.436
H: -4.466 -2.231 -3.740
H: -6.215 -1.758 -3.323
C: 0.432 3.252 6.151
C: -0.484 4.354 6.843
C: -0.071 4.505 8.281
F: 1.157 5.045 8.214
F: -0.923 5.304 8.989
F: -0.354 5.569 6.175
F: -1.746 4.056 6.872
O: 0.044 3.007 4.779
C: -0.738 1.790 4.633
C: -1.329 1.791 3.182
F: -0.401 1.571 2.277
F: -2.305 0.836 3.071
F: 0.070 0.800 4.855
F: -1.754 1.831 5.504
H: 0.335 2.345 6.748
H: 1.505 3.417 6.242
H: -0.007 3.574 8.844
H: -1.830 2.707 2.866
C: 2.645 0.066 -7.710
C: 3.409 0.558 -8.932
C: 2.450 0.964 -10.066
F: 1.996 -0.045 -10.775
F: 1.363 1.567 -9.644
F: 4.268 1.516 -8.652
F: 4.190 -0.395 -9.351
O: 3.536 -0.116 -6.626
C: 3.143 -0.841 -5.464
C: 4.299 -0.590 -4.408
F: 4.648 0.694 -4.358
F: 4.137 -0.995 -3.136
F: 2.001 -0.242 -4.981
F: 2.905 -2.106 -5.758
H: 2.043 -0.821 -7.906
H: 1.928 0.833 -7.417
H: 2.968 1.592 -10.790
H: 5.130 -1.106 -4.889
C: 0.588 -2.764 0.212
C: -0.537 -3.070 1.191
C: -1.823 -2.247 0.914
F: -2.165 -2.116 -0.316
F: -2.921 -2.668 1.607
F: -0.946 -4.259 0.883
F: -0.211 -3.100 2.510
O: 1.183 -1.484 0.413
C: 1.314 -0.736 -0.818
C: 2.312 0.415 -0.570
F: 3.600 0.034 -0.387
F: 2.332 1.302 -1.575
F: 1.833 -1.435 -1.841
F: 0.083 -0.383 -1.102
H: 0.190 -2.794 -0.802
H: 1.464 -3.406 0.297
H: -1.587 -1.277 1.352
H: 2.020 0.995 0.305
C: -6.020 -2.637 6.530
C: -7.450 -3.164 6.865
C: -8.041 -2.424 8.104
F: -7.416 -2.793 9.213
F: -8.075 -1.126 8.095
F: -8.381 -2.938 5.913
F: -7.398 -4.498 7.049
O: -5.432 -3.337 5.479
C: -3.980 -3.192 5.356
C: -3.605 -1.829 4.682
F: -3.921 -0.764 5.451
F: -2.355 -1.745 4.346
F: -3.396 -3.485 6.522
F: -3.718 -4.273 4.634
H: -5.478 -2.666 7.475
H: -6.194 -1.606 6.222
H: -9.074 -2.757 8.212
H: -4.157 -1.680 3.754
C: 5.054 2.536 1.528
C: 4.182 2.016 2.731
C: 3.028 2.982 3.206
F: 3.581 4.075 3.602
F: 2.124 3.197 2.263
F: 3.752 0.847 2.282
F: 5.033 1.829 3.751
O: 4.133 2.860 0.421
C: 4.340 4.073 -0.270
C: 5.635 4.112 -1.058
F: 5.784 5.208 -1.774
F: 6.767 3.838 -0.436
F: 3.428 4.203 -1.230
F: 4.196 5.069 0.625
H: 5.723 1.731 1.224
H: 5.637 3.376 1.906
H: 2.470 2.602 4.062
H: 5.642 3.325 -1.812



Entry 6:
C49H47CaN4O7PS as an isolated structure, computed with ωB97M-V/def2-TZVPD.

Values from the calculation:
Highest occupied orbital energy   -0.76 eV
Frontier orbital gap   4.8 eV
E_LUMO   4.03 eV
Total charge   -2
Multiplicity   1

Element x y z (Å)
Ca: 0.754 -0.563 -0.094
C: -0.287 2.365 1.773
N: -0.143 0.925 1.666
C: -0.555 0.217 2.666
C: -0.502 -1.202 2.722
C: -1.024 -2.019 3.740
C: -0.797 -3.330 3.327
C: -0.149 -3.235 2.083
N: 0.032 -1.966 1.709
C: -1.697 2.889 1.600
C: -2.637 2.198 0.843
C: -3.913 2.712 0.660
C: -4.267 3.928 1.226
C: -3.333 4.630 1.977
C: -2.060 4.111 2.161
H: 0.328 2.821 0.991
H: 0.118 2.731 2.727
H: -0.993 0.709 3.544
H: -1.506 -1.679 4.645
H: -1.048 -4.240 3.852
H: 0.218 -4.046 1.470
H: -2.359 1.256 0.389
H: -4.629 2.153 0.071
H: -5.267 4.324 1.090
H: -3.599 5.579 2.428
H: -1.334 4.657 2.754
O: 3.905 -0.234 -2.775
S: 2.527 -0.134 -2.371
O: 1.882 -1.395 -1.996
O: 2.236 0.883 -1.349
C: 1.647 0.437 -3.831
C: 2.221 0.098 -5.053
C: 1.641 0.498 -6.242
C: 0.481 1.260 -6.213
C: -0.088 1.596 -4.997
C: 0.469 1.186 -3.783
P: -0.376 1.707 -2.203
C: 0.052 3.502 -2.303
C: 1.154 3.891 -1.538
C: 1.599 5.205 -1.548
C: 0.944 6.157 -2.315
C: -0.149 5.782 -3.084
C: -0.586 4.465 -3.083
C: -2.132 1.635 -2.723
C: -3.066 2.561 -2.259
C: -4.422 2.391 -2.509
C: -4.866 1.280 -3.209
C: -3.947 0.333 -3.643
C: -2.594 0.506 -3.403
H: 3.140 -0.473 -5.043
H: 2.095 0.224 -7.186
H: 0.018 1.593 -7.134
H: -0.997 2.184 -4.988
H: 1.677 3.144 -0.951
H: 2.459 5.482 -0.950
H: 1.285 7.186 -2.317
H: -0.664 6.517 -3.692
H: -1.435 4.189 -3.695
H: -2.742 3.409 -1.668
H: -5.130 3.122 -2.134
H: -5.925 1.138 -3.392
H: -4.278 -0.567 -4.147
H: -1.903 -0.271 -3.703
O: -1.992 -2.582 -2.658
C: -1.882 -2.060 -1.544
O: -1.167 -1.055 -1.241
C: -2.765 -2.620 -0.434
C: -3.176 -3.945 -0.499
C: -3.981 -4.492 0.491
C: -4.424 -3.706 1.539
C: -4.035 -2.377 1.568
C: -3.194 -1.826 0.620
N: -4.559 -1.522 2.643
O: -5.091 -2.066 3.599
O: -4.314 -0.333 2.599
H: -2.841 -4.533 -1.343
H: -4.270 -5.535 0.444
H: -5.054 -4.094 2.324
H: -2.874 -0.798 0.696
C: 2.460 -5.427 -0.128
C: 2.805 -4.444 0.964
C: 3.016 -4.900 2.274
C: 3.293 -3.965 3.261
C: 3.478 -4.413 4.692
C: 3.384 -2.609 2.970
C: 3.182 -2.090 1.656
C: 2.887 -3.104 0.679
N: 3.155 -0.819 1.216
C: 3.936 0.282 1.765
C: 4.720 0.070 3.074
C: 4.984 0.653 0.695
C: 3.031 1.500 1.979
H: 3.136 -6.287 -0.117
H: 2.514 -4.955 -1.110
H: 1.443 -5.813 0.000
H: 2.938 -5.957 2.514
H: 3.259 -5.477 4.801
H: 2.814 -3.860 5.362
H: 4.503 -4.242 5.033
H: 3.525 -1.943 3.808
H: 2.762 -2.771 -0.345
H: 5.347 -0.821 3.025
H: 4.060 -0.013 3.939
H: 5.369 0.938 3.235
H: 5.683 -0.177 0.567
H: 5.550 1.550 0.980
H: 4.493 0.826 -0.261
H: 2.266 1.271 2.722
H: 2.533 1.760 1.042
H: 3.610 2.368 2.316



Entry 7:
C24H30CuN8O2P as an isolated structure, computed with ωB97M-V/def2-TZVPD.

Values from the calculation:
Highest occupied orbital energy (alpha / beta)   -10.93 / -10.93 eV
Frontier orbital gap (alpha / beta)   8.5 / 8.3 eV
E_LUMO (alpha / beta)   -2.44 / -2.60 eV
Total charge   +1
Multiplicity   2

Element x y z (Å)
Cu: -1.960 -1.187 0.301
O: -4.937 1.456 -0.370
C: -4.196 0.514 -0.231
N: -2.998 0.446 0.434
C: -2.498 1.481 1.180
O: -2.871 2.628 1.241
C: -1.318 1.022 2.016
C: -0.753 1.863 2.959
C: 0.301 1.391 3.721
C: 0.767 0.103 3.501
C: 0.156 -0.667 2.530
N: -0.873 -0.221 1.809
C: -4.561 -0.835 -0.823
C: -5.738 -0.997 -1.530
C: -6.033 -2.247 -2.048
C: -5.137 -3.288 -1.848
C: -3.979 -3.041 -1.134
N: -3.702 -1.841 -0.625
H: -1.163 2.857 3.072
H: 0.762 2.018 4.473
H: 1.594 -0.299 4.068
H: 0.489 -1.676 2.320
H: -6.388 -0.142 -1.651
H: -6.947 -2.410 -2.602
H: -5.328 -4.278 -2.237
H: -3.244 -3.817 -0.962
C: 0.644 0.058 -3.693
N: 1.106 -1.023 -2.838
C: 2.517 -1.389 -2.872
C: 0.297 -1.398 -1.814
N: -0.829 -0.871 -1.507
N: 0.779 -2.502 -1.099
C: 0.140 -3.260 -0.150
N: 0.790 -4.419 0.141
N: -0.975 -2.927 0.410
H: 1.326 0.156 -4.532
H: 0.607 1.014 -3.161
H: -0.346 -0.166 -4.092
H: 3.034 -0.718 -3.552
H: 2.671 -2.408 -3.240
H: 2.981 -1.262 -1.891
H: -1.038 -0.056 -2.068
H: 1.614 -2.913 -1.477
H: 1.710 -4.613 -0.212
H: 0.488 -4.968 0.926
H: -1.284 -3.627 1.074
C: 3.186 2.218 -1.583
P: 1.909 1.538 -0.441
C: 0.604 2.812 -0.659
C: 2.662 2.005 1.160
C: 3.514 1.075 1.755
C: 4.147 1.351 2.958
C: 3.916 2.562 3.597
C: 3.064 3.493 3.020
C: 2.445 3.219 1.808
H: 3.391 3.269 -1.377
H: 2.851 2.124 -2.619
H: 4.114 1.655 -1.471
H: 1.003 3.827 -0.694
H: -0.131 2.751 0.144
H: 0.078 2.634 -1.599
H: 3.681 0.120 1.267
H: 4.816 0.623 3.399
H: 4.403 2.782 4.538
H: 2.885 4.441 3.511
H: 1.786 3.960 1.374



Entry 8:
C8H11ClF9MnOOs as an isolated structure, computed with ωB97M-V/def2-TZVPD.

Values from the calculation:
Highest occupied orbital energy (alpha / beta)   -6.77 / -8.22 eV
Frontier orbital gap (alpha / beta)   6.1 / 3.7 eV
E_LUMO (alpha / beta)   -0.62 / -4.52 eV
Total charge   0
Multiplicity   9

Element x y z (Å)
Mn: 0.000 0.000 0.000
Cl: 0.380 -1.826 1.020
C: 0.964 0.277 -1.678
H: 0.723 1.236 -2.152
H: 0.737 -0.522 -2.396
H: 2.050 0.244 -1.514
Os: -2.036 -4.321 -0.382
C: -0.098 -4.752 -1.077
C: -2.471 -3.739 1.593
C: -3.447 -4.397 -1.607
H: -2.939 -2.741 1.583
H: -3.209 -4.430 2.033
H: -1.591 -3.704 2.250
H: 0.159 -4.057 -1.893
H: 0.678 -4.680 -0.302
H: -0.070 -5.768 -1.505
H: -3.332 -4.666 -2.666
H: -4.493 -4.169 -1.354
F: 3.183 2.301 1.463
C: 2.651 3.179 0.535
F: 3.163 4.442 0.782
F: 3.073 2.773 -0.719
C: 1.100 3.180 0.614
O: 0.643 1.859 0.359
C: 0.622 3.586 2.035
F: 1.037 4.867 2.354
F: -0.759 3.539 2.112
F: 1.126 2.713 2.984
C: 0.494 4.126 -0.459
F: 0.892 5.436 -0.248
F: 0.895 3.749 -1.727
F: -0.889 4.076 -0.422



E_tot values, unit eV, following the record order: -67746.3832 -9278.2043 -6252.7661 -231321.9730 -222002.5775 -110436.2133 -95316.8452 -81281.7359.
Maximum force values, unit eV/Å, following the record order: 0.8 2.3 2.1 3.5 5.4 1.4 0.2 7.3.
Relative energy (zero: lowest compared OMol25 entry of this formula, charge and spin) values, unit kcal per mole, following the record order: 0.0 39.3 15.3 8.5 0.0 19.1 8.0 34.2.